{
  "formula": "C65H67ClN9O14",
  "method": "ωB97M-V/def2-TZVPD",
  "elements": ["H", "C", "C", "H", "H", "C", "H", "N", "H", "H", "H", "O", "C", "H", "H", "H", "N", "C", "C", "H", "O", "C", "C", "C", "C", "C", "O", "H", "H", "C", "H", "H", "H", "N", "H", "C", "H", "H", "C", "H", "H", "O", "C", "H", "O", "O", "C", "C", "H", "C", "C", "H", "C", "C", "H", "C", "H", "H", "C", "H", "H", "N", "C", "C", "H", "H", "C", "C", "C", "O", "H", "H", "C", "H", "H", "H", "C", "C", "C", "N", "H", "C", "C", "C", "C", "C", "C", "H", "C", "C", "C", "H", "H", "O", "H", "C", "H", "N", "H", "O", "C", "H", "C", "H", "O", "C", "O", "C", "H", "H", "C", "Cl", "C", "H", "C", "C", "N", "C", "H", "H", "H", "H", "H", "N", "H", "N", "O", "H", "H", "C", "H", "O", "C", "O", "C", "C", "C", "C", "C", "H", "C", "C", "C", "H", "C", "H", "H", "H", "H", "C", "H", "C", "H", "C", "H", "H"],
  "coordinates": [[1.140, 0.879, 3.822], [-2.531, -6.963, -6.477], [-4.123, 2.768, 4.114], [1.967, -6.398, -2.687], [-4.069, -4.287, -5.080], [3.813, -0.025, -9.400], [-6.257, 3.427, 4.988], [-6.318, -5.772, -5.002], [-8.742, -1.760, -0.782], [-1.867, -4.995, -5.920], [4.965, 5.418, 5.361], [3.526, 3.314, -6.093], [-3.387, 2.542, 7.103], [-0.998, 1.511, 13.902], [4.326, 0.621, -11.385], [7.880, 2.363, -4.659], [-1.094, 3.510, 9.741], [-0.856, 0.642, 3.347], [8.203, 0.552, -7.506], [-3.463, -8.845, -6.938], [-2.292, 3.719, 9.864], [-0.136, 0.391, 1.897], [2.249, 1.068, 6.491], [-1.578, 2.076, 3.295], [9.375, 1.113, -8.009], [0.924, 1.606, 12.941], [-7.770, -0.645, 1.160], [0.672, -0.432, 2.019], [1.833, -1.107, 6.901], [5.038, 4.977, 6.413], [-5.539, 3.703, 2.661], [-1.286, 1.960, 6.369], [1.722, 1.206, -0.642], [0.229, -5.927, -0.670], [-1.555, -7.270, -6.842], [-4.676, 2.936, 2.600], [-5.188, 1.928, 2.331], [-4.981, 0.263, -1.433], [-1.864, -0.587, 3.552], [-1.012, -1.289, 6.748], [2.574, 2.307, 0.552], [-0.434, 3.828, 8.758], [0.470, -0.489, 5.198], [0.291, -3.589, -5.452], [3.212, 1.246, -5.531], [-3.084, -1.688, -5.049], [-0.213, 0.408, -5.279], [-1.117, 2.440, 11.967], [3.332, -0.391, -7.346], [-2.705, -5.683, -5.957], [-5.817, -0.324, -1.798], [4.203, -0.115, 5.896], [0.272, -4.074, -4.480], [0.235, -5.298, -1.993], [0.847, 2.466, 2.089], [1.214, -5.653, -2.920], [6.739, 0.573, -5.909], [0.501, 0.082, 7.436], [-2.645, 2.342, 4.451], [-1.312, -1.545, 3.204], [2.704, 1.826, 11.755], [3.454, 2.121, -6.355], [4.138, 0.928, -10.361], [-5.848, -0.708, -3.135], [3.746, -1.072, -9.677], [-2.139, 2.134, 2.291], [4.135, 3.636, 6.402], [0.522, 1.715, 1.270], [-5.015, -6.182, -5.527], [8.070, -0.920, -9.273], [4.060, 3.724, -8.446], [4.569, 5.714, 7.168], [-1.295, 1.304, -2.866], [1.132, -1.217, 4.613], [-5.545, 3.211, 7.605], [1.988, -5.303, -4.895], [-0.399, 2.838, 10.841], [3.768, 0.929, 6.116], [1.253, -0.174, 6.594], [-2.045, -1.233, -5.513], [-0.851, 2.970, 3.299], [8.295, 2.012, -5.598], [-4.852, -7.463, -6.053], [-0.731, -4.343, -2.304], [1.634, 1.998, 11.810], [0.420, 1.420, -4.563], [3.676, 1.711, -7.743], [-5.042, -0.419, -3.801], [0.975, 2.615, 10.753], [9.470, 2.571, -6.092], [4.677, 2.215, 6.075], [-3.864, 3.251, 1.864], [-2.812, -1.537, 5.069], [6.507, -0.985, -7.778], [-0.905, -0.016, 1.139], [-3.603, -7.850, -6.530], [4.475, 3.013, -10.768], [-2.136, -0.752, 5.013], [0.383, 2.647, -2.799], [-5.911, 0.415, 0.832], [-6.916, -1.458, -3.620], [0.649, 2.638, 7.078], [-1.937, 0.295, -3.576], [-3.083, 2.420, 8.205], [1.111, -6.735, -0.419], [-7.928, -1.459, -1.433], [-6.420, -4.633, -4.567], [-0.449, 1.822, 13.019], [-6.941, -1.749, -4.665], [-2.853, -0.132, -3.181], [-7.952, -1.835, -2.771], [-0.540, 2.593, 0.052], [-0.867, -1.288, 5.603], [-8.781, -2.421, -3.155], [-4.829, 2.985, 6.744], [10.007, 2.126, -7.297], [7.545, -0.531, -8.241], [-1.387, -0.152, -4.777], [-2.186, 2.606, 12.042], [-1.710, 1.654, -1.929], [-1.451, -2.981, -3.802], [10.922, 2.567, -7.678], [1.335, 1.860, -4.943], [0.256, 0.736, 4.362], [6.118, 4.719, 6.700], [-6.846, -0.280, 0.448], [-7.227, -6.590, -5.024], [5.778, 2.125, 5.798], [9.971, 3.356, -5.534], [2.634, 3.790, 6.781], [-1.500, -4.065, -1.590], [-0.656, -5.603, 0.112], [-0.708, -3.730, -3.552], [-1.518, -1.624, -6.544], [-0.118, 1.862, -3.358], [3.990, 2.672, -8.703], [-3.949, -5.287, -5.482], [1.229, -5.036, -4.167], [-6.861, -0.699, -0.955], [0.218, 0.070, -6.215], [3.581, 0.363, -8.085], [1.907, 1.363, 0.476], [-2.324, 2.250, 5.991], [2.499, 0.525, 0.981], [-5.187, 3.085, 5.236], [0.114, 1.613, 4.897], [-5.678, -8.164, -6.096], [2.198, 4.821, 7.059], [1.540, 2.917, 9.877], [4.223, 2.274, -10.015], [1.444, 1.129, 13.767], [7.654, 1.000, -6.305], [9.805, 0.773, -8.945], [1.751, 2.521, 6.808], [-2.816, -0.456, 2.917], [-0.758, -2.401, 5.308]],
  "forces_ev_per_angstrom": [[-0.70, 0.11, 0.71], [-0.06, 0.00, 0.02], [0.45, 0.15, 2.17], [-0.20, 0.09, 0.16], [-0.15, -0.16, -0.05], [-0.01, 0.27, 0.03], [2.02, -0.66, 0.09], [-0.57, 0.07, 0.18], [0.21, 0.15, 0.05], [-0.17, -0.05, -0.02], [0.37, -0.46, 1.51], [-0.12, -0.70, -0.02], [-0.46, 0.12, -3.36], [0.03, 0.06, -0.14], [-0.03, 0.04, 0.13], [0.01, -0.07, -0.13], [-0.37, 0.28, -0.20], [-1.25, 0.45, -3.11], [0.38, 0.63, 0.45], [-0.07, 0.12, 0.06], [0.77, -0.09, -0.02], [-0.42, 0.27, -0.11], [2.89, 3.07, -0.20], [-1.40, 0.28, 0.41], [0.06, -0.02, -0.08], [-0.03, 0.01, -0.02], [0.62, 0.26, -0.36], [-1.20, 1.33, -0.18], [-0.87, 1.24, -0.47], [-0.90, -1.20, -0.01], [1.62, -1.07, -0.34], [-1.58, 0.40, -0.60], [0.22, -0.21, 1.72], [0.03, -0.35, 0.56], [-0.12, 0.04, 0.03], [-0.57, -0.64, 1.66], [1.12, 1.77, 0.10], [-0.22, -0.05, 0.14], [0.88, -0.17, 0.23], [0.44, 0.16, -1.81], [-1.08, -1.52, -0.22], [-0.35, -0.14, 0.40], [0.41, -1.95, 2.15], [-0.02, -0.04, 0.10], [0.34, 0.38, -0.38], [0.45, 0.15, -0.22], [0.05, -0.04, -0.06], [-0.13, 0.01, 0.04], [0.08, 0.24, 0.02], [-0.13, -0.22, -0.07], [0.09, 0.03, -0.04], [-0.66, 1.95, 0.40], [0.05, 0.00, 0.04], [0.01, 0.37, -0.79], [-0.92, -1.13, -1.36], [0.07, -0.06, 0.02], [0.13, -0.08, -0.21], [1.09, -0.50, -1.52], [-3.22, 0.90, 3.20], [-0.79, 1.36, -0.01], [-0.14, 0.05, -0.04], [0.13, 0.27, 0.18], [-0.01, -0.01, 0.06], [-0.20, -0.04, 0.18], [0.03, 0.13, 0.10], [0.93, -0.15, 1.61], [-2.13, -2.10, 0.54], [2.22, -0.79, 0.10], [0.79, -0.27, -0.30], [-0.31, 0.24, 0.55], [-0.04, -0.20, 0.15], [0.91, -1.21, -1.25], [0.05, -0.12, -0.31], [-0.97, 1.34, 0.53], [1.02, -0.33, -1.65], [-0.08, 0.00, 0.13], [0.42, -0.38, 0.62], [-1.57, 3.26, 0.76], [0.45, 1.36, -0.05], [-0.18, -0.22, -0.44], [-0.75, -1.54, -0.03], [0.12, -0.06, -0.23], [-0.05, -0.10, -0.01], [-0.06, 0.06, 0.05], [-0.25, 0.01, 0.03], [-0.28, 0.08, 0.12], [0.13, -0.27, -0.77], [-0.11, -0.06, 0.08], [0.07, 0.02, -0.09], [-0.01, -0.02, -0.02], [-3.20, 0.31, 0.73], [-1.30, -0.44, 0.97], [0.37, 0.90, 0.24], [0.47, 0.22, -0.19], [1.12, 0.60, 1.33], [0.01, 0.27, 0.11], [-0.04, -0.06, 0.13], [0.78, -0.89, -1.16], [-0.07, -0.07, -0.09], [-0.32, -0.37, -0.18], [0.01, 0.02, -0.02], [1.71, -0.06, -0.23], [-0.06, -0.04, 0.04], [-0.55, 0.30, -2.10], [-0.48, 0.46, -0.15], [-0.08, -0.02, 0.04], [-0.01, -0.49, -0.19], [0.17, 0.06, -0.20], [0.02, -0.01, 0.16], [0.14, -0.07, -0.20], [0.20, 0.15, 0.07], [0.53, -0.41, 1.41], [-0.55, -0.81, 0.75], [0.12, 0.05, 0.09], [3.14, -1.09, -2.95], [-0.23, -0.08, 0.14], [-0.22, -0.46, -0.38], [0.38, 0.59, 0.43], [0.17, 0.08, -0.18], [-0.05, -0.14, -0.24], [0.02, -0.18, 0.14], [-0.12, -0.09, 0.01], [-0.32, -0.14, 0.16], [0.35, -0.15, -0.27], [-1.65, 0.54, -0.52], [-0.28, -0.03, 0.48], [0.50, 0.47, 0.01], [-1.74, 0.00, 0.47], [-0.07, -0.09, -0.08], [1.46, -3.69, -0.88], [0.18, -0.19, 0.02], [0.45, -0.10, -0.38], [0.26, -0.14, 0.03], [-0.30, 0.10, 0.61], [-0.06, -0.10, -0.06], [0.05, 0.14, -0.02], [-0.01, 0.15, 0.09], [-0.22, 0.10, 0.16], [-0.01, -0.21, -0.74], [-0.20, -0.07, 0.12], [-0.05, -0.10, 0.03], [0.08, 1.35, 0.29], [-3.32, 0.99, -0.71], [-1.01, 0.96, -0.84], [3.15, -0.79, 1.76], [0.19, -0.67, 0.23], [0.01, 0.25, 0.10], [0.73, -1.97, -0.52], [-0.23, 0.04, 0.04], [-0.05, -0.18, 0.19], [-0.07, 0.06, -0.11], [-0.08, -0.01, 0.04], [-0.22, -0.09, 0.13], [2.33, -0.45, -0.81], [1.54, 0.09, 1.13], [0.25, 1.64, 0.29]],
  "energy_ev": -123055.9449,
  "orbital_gap_ev": 7.727,
  "total_charge": 1,
  "largest_force_ev_per_a": 4.63
}